# 1
The following is a quantum chemistry calculation of a molecular structure, C4H7OY in a non-equilibrium geometry, from the Open Molecules 2025 dataset.

Structure (XYZ):
```
13
C4H7OY ωB97M-V/def2-TZVPD
H -0.944 1.868 0.826
C -0.646 -0.998 -0.640
C -0.866 0.966 0.208
C 0.105 -0.076 0.574
O 0.974 -0.004 1.560
Y 2.458 1.248 2.481
H -0.673 -1.953 -0.104
H -1.504 -0.826 -1.302
H -0.600 1.513 -0.708
H -1.289 0.340 1.282
C 0.740 -0.598 -1.106
H 1.506 -1.372 -0.981
H 0.738 -0.108 -2.090
```

Charge ... +2
Strongest force on any atom ... 0.1209 Eh/bohr
E ... -7324.7671 eV
ΔE to the lowest compared entry with this formula, charge and spin ... 205.30 kJ/mol
Kohn-Sham gap (alpha / beta) ... 6.37 / 6.45 eV

---

# 2
The following is a quantum chemistry calculation of a single C17H28N2O2S molecule, from the Open Molecules 2025 dataset.

Structure (XYZ):
```
50
C17H28N2O2S ωB97M-V/def2-TZVPD
C -2.098 -5.241 -2.319
H -3.099 -4.860 -2.504
H -1.502 -5.086 -3.215
H -2.163 -6.309 -2.123
C -1.465 -4.519 -1.127
C -1.376 -3.045 -1.401
C -0.267 -2.517 -2.055
C -0.198 -1.167 -2.347
C -1.243 -0.342 -1.978
C -2.358 -0.845 -1.339
C -2.422 -2.197 -1.053
H -3.290 -2.600 -0.550
H -3.153 -0.166 -1.073
S -1.107 1.401 -2.338
O -0.855 1.559 -3.742
O -2.220 2.099 -1.757
N 0.328 1.797 -1.567
H 0.884 2.360 -2.194
C 0.231 2.357 -0.225
C 1.629 2.706 0.303
H 1.559 3.583 0.946
H 2.277 2.963 -0.537
C 2.280 1.582 1.113
N 1.426 1.260 2.247
H 1.704 0.373 2.645
C -0.025 1.354 2.125
C -0.483 1.330 0.660
H -1.558 1.499 0.605
H -0.288 0.335 0.257
C -0.660 0.159 2.845
H -0.347 -0.777 2.385
H -1.744 0.218 2.795
H -0.361 0.152 3.891
C -0.498 2.641 2.819
H -0.142 2.650 3.846
H -0.114 3.522 2.319
H -1.584 2.691 2.821
C 2.591 0.371 0.215
H 2.974 -0.451 0.819
H 3.351 0.638 -0.516
H 1.712 0.032 -0.323
C 3.604 2.094 1.703
H 3.410 2.919 2.383
H 4.274 2.433 0.916
H 4.096 1.302 2.261
H -0.374 3.274 -0.262
H 0.651 -0.738 -2.855
H 0.548 -3.170 -2.333
H -2.071 -4.695 -0.236
H -0.468 -4.924 -0.950
```

Strongest force on any atom ... 0.0166 Eh/bohr
E ... -35994.2232 eV
ΔE to the lowest compared entry with this formula, charge and spin ... 0.96 kJ/mol
Kohn-Sham gap ... 9.13 eV

---

# 3
The following is a quantum chemistry calculation of a single C5H7NO molecule in a non-equilibrium geometry, from the Open Molecules 2025 dataset.

Structure (XYZ):
```
14
C5H7NO ωB97M-V/def2-TZVPD
O 0.973 0.083 -1.069
C 0.525 -1.110 -0.505
N 0.746 -0.909 0.934
C 0.751 0.565 1.122
C 0.115 1.129 -0.118
C -0.909 -1.033 -0.898
C -1.920 -0.449 -1.204
H 1.005 -2.050 -0.826
H -0.008 -1.349 1.449
H 1.771 0.935 1.095
H 0.268 0.804 2.073
H -0.992 1.273 0.047
H 0.462 1.994 -0.644
H -2.789 0.117 -1.456
```

Strongest force on any atom ... 0.0442 Eh/bohr
E ... -8831.3359 eV
ΔE to the lowest compared entry with this formula, charge and spin ... 469.59 kJ/mol
Kohn-Sham gap ... 10.22 eV

---

# 4
The following is a quantum chemistry calculation of 2 unconnected molecules or ions with the total composition C5H10NO2 in a non-equilibrium geometry, from the Open Molecules 2025 dataset.

Structure (XYZ):
```
18
C5H10NO2 ωB97M-V/def2-TZVPD
C -2.044 0.717 -0.082
C -3.399 0.578 0.139
C -1.247 -0.416 -0.376
C 3.070 -0.297 0.433
C 0.902 0.603 -0.261
N 1.790 -0.601 -0.227
O -4.104 -0.503 0.120
O -1.069 -1.542 -0.568
H -1.398 1.621 -0.247
H -4.029 1.407 0.580
H 2.849 0.278 1.315
H 3.702 -1.222 0.713
H 3.476 0.349 -0.278
H 0.993 1.154 0.685
H 0.837 1.271 -1.070
H 1.892 -0.893 -1.201
H 1.223 -1.170 0.321
H -3.444 -1.332 0.004
```

Charge ... +1
Strongest force on any atom ... 0.0830 Eh/bohr
E ... -10921.5812 eV
ΔE to the lowest compared entry with this formula, charge and spin ... 431.35 kJ/mol
Kohn-Sham gap ... 8.40 eV